# 1
Computed, not measured: C6H10O in the gas phase at a distorted geometry, with the ωB97M-V functional and the def2-TZVPD basis.

Positions of all 17 atoms, in Å:
H  2.240  -1.264  0.293
H  -0.636  -0.504  1.153
O  0.509  -1.131  -0.792
C  1.561  0.839  -0.073
C  0.485  1.651  -0.115
H  2.543  1.284  0.087
H  -2.335  -0.158  0.825
C  -0.955  1.201  -0.185
H  0.662  2.723  -0.050
H  -0.782  -2.519  -1.453
H  0.603  -3.111  -0.260
C  0.087  -2.353  -0.835
C  -1.357  0.303  0.997
H  -1.607  2.082  -0.187
C  1.543  -0.594  -0.206
H  -1.154  0.672  -1.127
H  -1.409  0.878  1.928

The total energy is -8427.737 eV. The orbital gap (alpha / beta) is 7.67 / 7.64 eV.

Löwdin population analysis, charges in e, atoms 1 to 4: H 0.1221; H 0.0569; O -0.1299; C -0.1052



# 2
Computed, not measured: a 18-piece molecular cluster, C28H92IN5O17PS overall at a distorted geometry, with the ωB97M-V functional and the def2-TZVPD basis.

Positions of all 145 atoms, in Å:
C  -3.884  5.182  2.733
H  3.334  -2.108  -1.640
H  3.116  -0.220  1.128
H  -4.846  -5.271  0.219
H  -4.456  -0.629  -3.156
H  -1.573  6.219  8.870
C  10.175  2.057  -1.586
H  -5.016  -3.043  -0.300
H  6.101  -3.785  -2.746
C  4.978  0.795  -2.165
H  -3.231  -4.363  1.526
H  -0.398  2.311  -1.730
H  -5.405  -4.911  -10.049
C  -1.117  -1.685  -2.480
H  -4.524  5.818  3.348
C  -3.081  -3.800  2.451
H  -4.277  -1.154  -7.115
P  -0.235  4.499  2.976
O  -1.715  -3.870  2.835
H  9.761  1.255  0.130
H  0.464  -1.456  4.077
H  3.184  -1.794  4.825
O  3.702  -2.688  -2.322
C  -1.140  8.229  5.474
H  -3.902  -4.182  -9.429
C  2.551  -7.414  -0.279
H  -5.758  -5.723  -7.930
C  0.447  4.446  -0.307
H  -1.881  -7.218  -6.652
H  -1.197  -3.480  2.118
N  2.176  2.418  0.302
O  -1.982  7.582  4.532
H  -1.259  -5.545  -6.800
H  6.632  -4.955  -3.981
H  0.967  4.559  -1.319
H  0.498  6.229  3.978
H  -3.984  3.664  3.939
C  6.700  -4.682  -2.927
H  1.287  -3.009  4.367
H  -2.231  2.438  -1.687
N  3.424  0.602  1.695
O  -5.519  -1.948  -5.688
C  -0.474  4.954  7.892
H  10.099  1.781  -2.638
H  -3.694  -4.233  3.242
H  7.745  -4.492  -2.669
O  9.683  0.985  -0.795
H  -5.018  1.509  -3.771
H  -3.367  -2.755  2.303
H  6.275  -5.484  -1.215
C  2.496  1.728  1.547
H  -5.781  -1.883  -7.732
H  -4.448  -2.926  -7.152
C  -3.825  8.525  8.252
H  1.444  -6.130  0.664
C  1.194  3.416  0.661
H  -4.948  0.379  -5.157
H  -1.882  -0.692  1.550
H  3.981  -4.668  1.000
O  1.884  -6.162  -0.196
H  -6.133  -2.691  -5.613
C  -1.327  1.343  0.106
H  2.084  -3.959  -2.169
H  -1.922  -1.586  -3.210
H  -4.071  -5.954  -9.470
C  -4.977  -1.984  -7.000
H  3.584  -4.327  2.703
H  -1.327  3.670  3.420
H  -0.763  7.498  6.190
N  0.871  3.443  2.068
C  -2.780  0.712  0.385
H  4.866  -3.392  1.873
C  -5.149  -4.919  -0.770
H  -0.931  1.766  1.110
O  -3.749  -0.101  -3.551
H  3.470  -4.335  -1.102
O  -1.142  6.204  8.004
H  -0.903  -6.803  -8.688
H  11.221  2.248  -1.337
H  -3.591  1.487  -4.838
H  -4.054  9.564  8.010
H  1.063  -1.846  5.708
H  0.512  5.484  0.202
H  5.375  0.940  0.030
C  3.173  -3.988  -2.093
H  1.774  2.522  -1.787
O  6.202  -5.753  -2.140
H  -2.272  -2.392  -1.089
H  -3.031  -0.036  -0.462
H  -4.744  -5.587  -1.531
H  3.570  -4.669  -2.848
H  -1.563  4.700  -1.238
C  2.666  2.253  -1.097
H  3.285  0.281  2.682
C  1.678  2.397  2.710
O  -3.255  7.903  7.111
H  -3.104  5.792  2.275
N  -2.686  -0.048  1.700
C  -1.286  2.497  -1.015
H  1.822  -8.225  -0.199
H  0.024  4.907  6.922
H  -4.475  4.704  1.949
H  -2.714  7.191  5.026
C  -4.366  0.874  -4.376
C  3.897  -3.884  1.754
H  -0.587  -2.629  -2.633
H  -3.113  8.496  9.081
I  1.701  1.921  4.829
H  5.066  1.850  -2.634
O  -1.798  -6.460  -8.569
S  3.214  0.538  -1.538
O  -5.145  -4.980  -8.002
O  -1.657  -1.648  -1.166
H  9.577  2.954  -1.404
H  0.272  4.863  8.685
O  -3.273  4.188  3.546
N  0.559  5.210  4.167
H  -1.701  9.005  5.993
H  3.288  -7.493  0.524
O  2.929  -2.937  1.326
H  -3.062  6.984  7.353
C  1.258  -1.951  4.638
O  2.501  -1.338  4.315
H  -1.680  4.192  0.535
H  6.747  1.705  -0.961
H  6.573  -0.193  -0.806
H  -1.200  4.140  7.966
H  -3.580  1.533  0.490
H  -0.617  0.460  -0.146
H  -4.746  8.008  8.533
C  -4.601  -5.012  -9.316
O  -4.641  -3.611  -0.987
H  2.874  -2.255  2.011
H  -2.997  -5.877  -7.011
C  -1.991  -6.265  -7.176
H  3.058  -7.479  -1.242
H  -6.239  -4.905  -0.845
H  5.274  0.021  -2.951
C  6.025  0.810  -0.906
H  3.501  3.005  -1.386
H  -0.418  -0.855  -2.598
H  -0.717  5.535  2.087
H  -2.317  0.673  2.358
H  -0.300  8.683  4.944
C  -1.109  3.990  -0.438

The total energy is -100992.312 eV. The orbital gap is 8.34 eV. The charge is +1.

Löwdin population analysis, charges in e, atoms 1 to 4: C -0.1450; H 0.0075; H 0.0584; H 0.0626



# 3
Computed, not measured: C2H5N3S in the gas phase at a distorted geometry, with the ωB97M-V functional and the def2-TZVPD basis.

Positions of all 11 atoms, in Å:
S  1.210  -0.635  0.196
H  -1.741  -2.363  0.867
H  -1.345  -0.358  0.708
H  1.006  1.729  0.264
H  -1.890  2.550  -1.497
C  0.379  0.837  -0.083
C  -1.092  -1.550  0.808
N  -0.990  2.415  -0.875
N  -0.759  1.057  -0.704
N  0.176  -2.048  0.627
H  -0.106  2.920  -1.161

The total energy is -17456.640 eV. As for the SMILES: C=NS/C=N/N. The orbital gap is 8.43 eV.

Löwdin population analysis, charges in e, atoms 1 to 4: S 0.8135; H 0.0238; H 0.0905; H 0.0901



# 4
Computed, not measured: C20H29N3O5S in the gas phase at a distorted geometry, with the ωB97M-V functional and the def2-TZVPD basis.

Positions of all 58 atoms, in Å:
O  2.759  -0.771  -2.713
H  -5.566  0.083  -1.133
H  2.857  4.554  -0.470
C  1.107  3.387  -0.161
C  2.588  1.234  -1.030
H  -0.393  0.161  1.302
N  -0.770  1.960  0.322
C  1.798  -2.581  0.698
H  5.005  -1.953  0.891
H  4.214  2.579  -1.235
H  -1.518  5.146  0.485
C  -1.622  3.012  0.359
H  0.845  0.049  -0.754
S  3.521  -0.167  -1.661
H  2.386  -0.369  3.249
C  2.587  -0.692  2.225
C  0.536  2.106  -0.174
C  4.569  -0.985  0.625
N  -2.895  0.278  -0.860
C  -6.386  -2.264  0.070
H  4.052  0.792  1.745
H  -6.958  -1.408  0.422
H  -3.032  -1.268  -2.195
H  -1.195  4.478  -1.134
O  4.847  0.305  -1.947
H  -2.017  0.867  1.542
H  -3.687  0.281  -2.781
O  -2.793  2.895  0.671
C  -1.780  -0.218  -0.309
C  2.290  -2.189  2.092
C  4.025  -0.291  1.883
H  3.178  -2.768  2.352
H  -4.462  -1.417  0.518
C  -3.619  -0.390  -1.918
C  -1.014  4.341  -0.055
H  4.685  -0.537  2.717
H  0.931  -1.975  0.434
H  -4.418  -2.709  -0.678
H  -5.550  -1.217  -2.327
H  5.353  -0.374  0.173
C  -5.020  -0.803  -1.468
N  3.563  -1.200  -0.380
H  2.398  -2.544  -1.376
O  0.364  4.463  0.227
C  2.435  3.564  -0.521
C  -1.224  0.672  0.813
C  1.275  1.032  -0.649
H  1.508  -2.456  2.807
H  3.596  -3.272  -0.285
H  -6.340  -2.998  0.871
H  1.909  -0.142  1.570
H  -6.915  -2.706  -0.771
C  2.864  -2.459  -0.394
H  1.465  -3.621  0.715
O  -1.226  -1.244  -0.647
H  -3.307  1.113  -0.463
C  3.182  2.476  -0.942
C  -4.984  -1.837  -0.345

The total energy is -46754.615 eV. As for the SMILES: CCCCNC(=O)CN1C(=O)COc2ccc(S(=O)(=O)N3CCCCCC3)cc21. The orbital gap is 9.38 eV.

Löwdin population analysis, charges in e, atoms 1 to 4: O -0.2693; H 0.1138; H 0.1251; C -0.1926



# 5
Computed, not measured: C23H17F3N4O2 in the gas phase at a distorted geometry, with the ωB97M-V functional and the def2-TZVPD basis.

Positions of all 49 atoms, in Å:
O  0.492  -0.424  -5.328
F  -3.707  0.260  0.670
C  -1.413  0.618  -3.087
H  -4.929  3.488  -2.490
C  2.587  -1.327  -1.955
H  0.551  -2.009  2.706
C  -5.882  1.683  -1.715
H  0.023  -2.695  0.702
C  0.732  -2.291  -0.024
H  3.632  -0.520  -0.317
C  3.999  1.234  6.063
H  0.130  -2.952  -4.031
C  3.587  0.187  3.526
N  1.573  -0.882  4.328
F  -4.758  2.104  1.075
C  3.444  -0.506  2.258
N  -0.374  -0.281  -3.135
N  -2.038  1.259  -3.990
C  -4.420  1.588  -1.200
H  3.358  -0.942  -2.595
C  -3.383  1.318  -2.153
H  -6.567  1.277  -1.006
C  2.250  -1.298  1.884
F  -2.711  2.196  0.406
C  0.918  -2.183  -3.786
C  2.680  -0.102  4.559
C  2.792  -1.151  -0.632
H  5.153  1.385  2.993
H  4.280  1.611  7.036
O  -3.341  1.655  -3.447
H  -5.447  3.583  -0.822
C  -2.228  0.579  -1.874
C  1.404  -1.385  3.001
C  2.866  0.406  5.870
H  -0.190  -3.363  -1.617
H  4.303  -0.407  1.586
C  -5.151  2.939  -1.560
H  -0.268  -0.709  -2.363
C  1.407  -2.124  -2.310
C  1.912  -1.665  0.404
C  -3.841  1.531  0.271
C  0.358  -0.808  -4.189
C  4.670  0.928  3.847
C  0.544  -2.586  -1.319
N  4.931  1.436  5.116
H  -1.998  0.179  -0.906
H  1.862  -2.414  -4.337
H  2.107  0.343  6.666
H  -5.898  1.235  -2.778

The total energy is -42329.486 eV. As for the SMILES: O=C(Cc1ccc(-c2cnc3ccncc3c2)cc1)Nc1cc(C2(C(F)(F)F)CC2)on1. The orbital gap is 7.66 eV.

Löwdin population analysis, charges in e, atoms 1 to 4: O 0.1043; F 0.1503; C -0.2884; H 0.1305



# 6
Computed, not measured: C8H6N3O3S as an isolated structure at a distorted geometry, with the ωB97M-V functional and the def2-TZVPD basis.

Positions of all 21 atoms, in Å:
C  2.781  -2.237  -0.949
N  2.793  -1.731  1.212
O  3.087  -2.604  0.292
C  -0.670  1.156  -0.263
H  3.343  -2.779  -1.724
N  2.199  -1.036  -1.023
N  1.678  0.646  0.639
H  -1.297  2.632  1.265
O  0.992  3.079  0.424
H  -2.193  -1.799  -0.891
C  -2.915  -0.308  0.564
C  -2.048  -0.781  -0.370
C  -1.525  1.603  0.722
H  -3.232  1.347  2.065
H  -0.155  -0.558  -1.417
H  -3.662  -0.870  0.988
C  2.056  -0.434  0.090
O  1.321  1.961  -1.675
S  0.951  1.822  -0.281
C  -2.611  0.970  1.129
C  -0.893  -0.079  -0.799

The total energy is -29837.584 eV. The orbital gap (alpha / beta) is 6.94 / 6.95 eV. The charge is -1.

Löwdin population analysis, charges in e, atoms 1 to 4: C -0.2317; N 0.0292; O -0.1939; C -0.2995